No. 1
C20H25FN4O4 | ωB97M-V/def2-TZVPD

Summary:
- LUMO level (eV) = 0.4

Last column: Mulliken charge in e.
Atoms and positions in Å:
O -3.753 2.970 1.895  -0.70
C -2.544 3.068 1.904  0.38
N -1.915 3.914 2.807  -0.06
C -0.566 4.084 2.996  0.48
O -0.130 4.794 3.871  -0.64
N 0.250 3.395 2.121  0.06
C -0.205 2.550 1.122  1.26
O 0.599 2.001 0.370  -0.83
C -1.632 2.360 1.030  -0.50
C -2.165 1.460 0.122  -0.13
N -1.455 0.770 -0.737  0.11
C -1.958 -0.242 -1.624  -1.10
H -1.626 -0.011 -2.639  0.36
H -3.051 -0.211 -1.598  0.43
C -1.476 -1.639 -1.212  -0.36
H -2.022 -2.381 -1.794  0.36
H -1.734 -1.793 -0.163  0.38
C 0.041 -1.871 -1.385  -1.29
N 0.492 -2.428 -2.641  0.21
C 0.280 -1.612 -3.819  -0.42
H 0.622 -0.595 -3.617  0.43
C 1.100 -2.207 -4.967  -0.82
O 0.725 -3.539 -5.225  -0.40
C 0.895 -4.332 -4.073  -0.72
C 0.073 -3.791 -2.901  -0.50
H 0.255 -4.397 -2.012  0.41
H -0.997 -3.860 -3.165  0.29
H 0.572 -5.338 -4.343  0.36
H 1.957 -4.350 -3.787  0.36
H 0.929 -1.655 -5.894  0.37
H 2.168 -2.163 -4.704  0.38
H -0.780 -1.589 -4.127  0.27
H 0.582 -0.933 -1.233  0.53
H 0.367 -2.570 -0.612  0.32
H -0.443 0.926 -0.669  0.22
H -3.243 1.332 0.124  0.44
C 1.682 3.458 2.370  -1.16
H 1.934 4.478 2.665  0.46
H 2.178 3.195 1.435  0.48
C 2.075 2.471 3.483  -1.14
C 1.537 1.110 3.145  0.17
C 0.268 0.738 3.572  -0.11
C -0.301 -0.454 3.162  -0.87
C 0.424 -1.273 2.318  0.54
C 1.696 -0.942 1.889  -0.41
C 2.244 0.256 2.308  -0.38
H 3.229 0.537 1.967  0.39
H 2.233 -1.608 1.233  0.50
F -0.133 -2.434 1.895  -0.43
H -1.289 -0.745 3.481  0.48
H -0.288 1.390 4.231  0.45
H 3.162 2.454 3.563  0.45
H 1.655 2.824 4.426  0.39
H -2.517 4.431 3.438  0.25

***

No. 2
C20H25N3O2 | ωB97M-V/def2-TZVPD

Summary:
- LUMO level (eV) = 0.6

Last column: Mulliken charge in e.
Atoms and positions in Å:
C -1.346 -3.936 -0.355  -1.59
H -2.016 -4.428 -1.050  0.47
O -1.328 -2.443 -0.534  -0.26
C -2.580 -1.965 -0.111  0.40
C -3.711 -2.766 0.301  -0.78
C -4.893 -1.938 0.907  -0.58
C -4.945 -0.601 0.912  -1.27
C -3.781 0.212 0.084  0.52
C -2.718 -0.520 -0.304  0.40
H -1.770 -0.107 -0.661  0.03
C -3.792 1.897 0.108  -1.11
N -2.548 2.334 0.365  -0.14
C -1.472 2.230 -0.624  0.52
O -1.776 2.719 -1.632  -0.60
N -0.198 2.388 -0.214  -0.02
C 0.145 1.822 1.321  -1.27
H 0.005 2.394 2.054  0.81
C 1.684 1.537 1.289  -1.25
N 2.146 0.759 0.094  0.51
C 3.255 0.056 0.314  0.36
C 4.314 0.539 0.814  0.21
C 5.462 -0.009 1.109  -1.20
C 5.746 -1.189 0.343  -0.31
C 4.619 -1.804 -0.223  -0.77
C 3.442 -1.062 -0.686  0.84
C 2.386 -1.905 -1.134  -1.15
H 1.392 -1.971 -0.565  0.10
H 2.187 -1.387 -2.166  0.24
H 2.431 -3.029 -1.085  0.39
H 4.839 -2.846 -0.821  0.17
H 6.715 -1.701 0.260  0.37
H 6.366 0.310 1.379  0.47
H 4.284 1.528 1.437  0.10
C 1.473 0.882 -1.171  -0.61
H 0.695 0.216 -1.440  0.16
C 0.881 2.592 -1.070  -2.12
H 1.604 3.180 -1.084  0.67
H 0.349 2.620 -1.794  1.07
H 2.268 1.047 -1.889  0.60
H 1.873 1.264 2.260  0.70
H 2.337 2.473 1.285  0.41
H -0.433 0.971 1.624  0.50
H -2.229 1.921 1.414  0.29
H -4.559 2.003 0.744  0.64
H -4.005 2.060 -1.022  0.37
H -5.562 0.022 1.059  0.68
H -5.609 -2.476 1.313  0.54
H -3.618 -3.809 0.600  0.29
H -1.441 -4.202 0.489  0.78
H -0.547 -4.121 -0.790  0.41

***

No. 3
C20H25N3O3 | ωB97M-V/def2-TZVPD

Summary:
- LUMO level (eV) = 0.6

Last column: Mulliken charge in e.
Atoms and positions in Å:
C 0.811 0.335 -7.454  -1.04
C 1.624 -0.874 -7.001  -0.42
H 1.815 -1.532 -7.853  0.31
H 2.589 -0.565 -6.581  0.34
O 0.919 -1.690 -6.084  -0.46
C 0.796 -1.316 -4.789  0.87
C 0.001 -2.150 -3.996  -0.67
C -0.182 -1.880 -2.661  -0.51
C 0.438 -0.782 -2.063  0.27
C 1.218 0.054 -2.854  -0.97
C 1.394 -0.202 -4.202  -0.35
H 1.999 0.477 -4.781  0.38
H 1.670 0.943 -2.439  0.43
C 0.193 -0.547 -0.617  0.53
O -0.850 -0.902 -0.080  -0.80
N 1.201 0.064 0.042  -0.09
H 2.026 0.286 -0.489  0.30
C 1.272 0.334 1.472  -0.27
C 1.049 -0.937 2.318  0.88
C 2.117 -1.977 1.984  -1.65
H 2.082 -2.245 0.930  0.30
H 3.109 -1.595 2.215  0.37
H 1.953 -2.880 2.568  0.45
C 1.085 -0.591 3.803  -1.35
H 0.973 -1.494 4.399  0.46
H 2.031 -0.121 4.062  0.34
H 0.281 0.092 4.066  0.16
H 0.068 -1.352 2.072  0.28
H 2.281 0.710 1.671  0.61
C 0.312 1.462 1.898  -0.16
O 0.730 2.484 2.409  -0.71
N -0.980 1.205 1.664  0.29
H -1.234 0.330 1.210  0.14
C -2.031 2.109 2.087  -1.50
C -2.547 1.702 3.442  0.73
C -3.707 0.952 3.593  -0.36
N -4.162 0.534 4.761  -0.62
C -3.473 0.841 5.846  -0.27
C -2.299 1.579 5.818  -0.50
C -1.829 2.017 4.591  -0.17
H -0.917 2.592 4.514  0.47
H -1.768 1.805 6.730  0.39
H -3.884 0.476 6.778  0.36
H -4.303 0.674 2.733  0.36
H -2.832 2.090 1.345  0.53
H -1.598 3.113 2.141  0.44
H -0.805 -2.515 -2.051  0.44
H -0.464 -3.004 -4.462  0.42
H 0.580 0.987 -6.615  0.34
H 1.374 0.898 -8.193  0.35
H -0.124 0.004 -7.898  0.31

***

Highest occupied orbital energy: -8.7; -7.4; -8.9 (eV)
Frontier orbital gap: 9.13; 7.94; 9.44 (eV)
ΔE to the lowest compared entry with this formula, charge and spin: 0.0; 426.5; 26.9 (kcal/mol)